# C2H3OYb

A molecular structure, C2H3OYb at a distorted geometry (the ωB97M-V functional and the def2-TZVPD basis, OMol25).

As for the total charge: +1. The calculation puts the gap between HOMO and LUMO at 0.1821 hartree. The calculation puts the energy above the lowest of the compared OMol25 structures with the same formula, charge and spin at 0.378 eV.

Each line ends with the Mulliken charge.
Positions of all 7 atoms, in Å:
H1 0.574 -1.314 -0.492  0.226
O1 0.695 0.764 -0.892  -0.564
C1 0.596 -0.245 -0.054  0.021
C2 -0.345 -0.429 0.908  -0.617
H2 -0.252 -1.287 1.575  0.259
H3 -0.964 0.407 1.251  0.175
Yb1 -0.303 2.104 -2.297  1.499


# C2H3OZn

A molecular structure, C2H3OZn at a distorted geometry (the ωB97M-V functional and the def2-TZVPD basis, OMol25).

As for the total charge: +1. The calculation puts the gap between HOMO and LUMO (alpha / beta) at 0.2486 / 0.2413 hartree. The calculation puts the energy above the lowest of the compared OMol25 structures with the same formula, charge and spin at 6.985 eV.

Each line ends with the Mulliken charge.
Positions of all 7 atoms, in Å:
O1 0.817 0.078 1.032  -0.159
C1 0.862 0.547 -0.239  0.034
Zn1 -0.330 -0.984 -1.020  0.386
H1 1.118 0.686 1.727  0.433
C2 -0.851 0.489 0.638  -0.494
H2 -1.354 1.388 0.267  0.381
H3 -1.249 0.292 1.641  0.420